#a
C40H112N10O11 | wB97M-V/def2-TZVPD

Geometry (Å):
O  0.087  2.487  6.038
H  -0.737  2.950  6.183
H  0.577  2.608  6.851
C  2.496  -3.655  3.828
C  1.773  -2.509  4.585
C  1.656  -2.837  6.042
O  0.465  -3.551  6.445
C  0.615  -3.937  7.808
N  2.623  -1.362  4.391
H  3.501  -3.879  4.187
H  2.607  -3.423  2.769
H  1.941  -4.588  3.931
H  0.783  -2.324  4.167
H  1.498  -1.867  6.513
H  2.640  -3.177  6.367
H  -0.299  -4.382  8.201
H  0.890  -3.114  8.468
H  1.471  -4.611  7.859
H  2.347  -0.491  4.822
H  2.495  -1.097  3.424
C  0.485  -4.206  -2.591
C  1.781  -5.079  -2.774
C  2.999  -4.742  -1.885
O  3.270  -3.327  -2.008
C  2.817  -2.518  -0.930
N  1.181  -6.417  -2.677
H  -0.235  -4.591  -3.314
H  0.747  -3.192  -2.893
H  0.076  -4.289  -1.584
H  2.156  -5.015  -3.796
H  3.845  -5.370  -2.166
H  2.841  -4.977  -0.832
H  3.383  -2.737  -0.025
H  1.742  -2.597  -0.764
H  3.007  -1.459  -1.101
H  0.990  -6.600  -1.703
H  1.907  -7.104  -2.825
C  6.131  3.860  -3.651
C  4.877  4.191  -2.841
C  4.292  2.980  -2.005
O  3.820  1.866  -2.840
C  3.402  0.658  -2.122
N  5.126  5.403  -2.060
H  6.544  4.617  -4.317
H  5.913  3.008  -4.296
H  6.930  3.529  -2.986
H  4.071  4.440  -3.531
H  3.566  3.321  -1.267
H  5.069  2.643  -1.319
H  4.289  0.049  -1.945
H  2.759  0.047  -2.756
H  2.940  0.840  -1.152
H  5.617  6.105  -2.595
H  5.706  5.157  -1.270
C  -4.113  5.136  2.033
C  -3.039  5.979  2.663
C  -1.924  6.394  1.669
O  -1.220  5.283  1.275
C  -0.065  5.566  0.519
N  -3.644  7.239  3.211
H  -3.763  4.128  1.809
H  -4.613  5.662  1.220
H  -4.883  4.962  2.785
H  -2.549  5.534  3.529
H  -1.236  7.163  2.021
H  -2.395  6.759  0.757
H  -0.140  6.309  -0.275
H  0.291  4.653  0.042
H  0.758  5.976  1.104
H  -4.009  6.902  4.090
H  -2.894  7.774  3.627
C  -0.295  -4.331  1.644
C  -0.743  -5.812  1.697
C  0.457  -6.808  1.734
O  1.329  -6.799  0.557
C  2.203  -7.894  0.476
N  -1.656  -5.995  2.838
H  0.413  -4.185  0.827
H  0.248  -4.094  2.559
H  -1.122  -3.631  1.532
H  -1.375  -5.829  0.808
H  0.061  -7.817  1.623
H  1.093  -6.711  2.614
H  1.718  -8.854  0.303
H  2.879  -8.122  1.299
H  2.854  -7.776  -0.391
H  -1.270  -6.151  3.758
H  -2.220  -6.826  2.732
C  -3.300  6.812  -2.016
C  -2.275  5.779  -2.427
C  -2.971  4.718  -3.398
O  -3.790  3.694  -2.911
C  -3.308  3.000  -1.789
N  -1.200  6.483  -3.060
H  -3.763  6.416  -1.112
H  -4.052  7.002  -2.782
H  -2.871  7.742  -1.642
H  -1.901  5.279  -1.534
H  -2.103  4.196  -3.800
H  -3.548  5.127  -4.227
H  -3.814  2.071  -1.527
H  -3.503  3.587  -0.892
H  -2.273  2.657  -1.814
H  -0.877  7.092  -2.321
H  -1.471  7.189  -3.729
C  -1.796  1.067  -4.624
C  -1.395  -0.378  -4.827
C  0.108  -0.521  -5.001
O  0.764  0.378  -5.923
C  0.666  0.053  -7.312
N  -1.923  -1.181  -3.745
H  -2.860  1.138  -4.849
H  -1.274  1.714  -5.329
H  -1.632  1.426  -3.608
H  -1.893  -0.633  -5.762
H  0.388  -1.549  -5.226
H  0.614  -0.181  -4.097
H  -0.390  -0.019  -7.575
H  1.182  -0.875  -7.558
H  1.214  0.831  -7.844
H  -2.899  -0.921  -3.729
H  -1.924  -2.170  -3.952
C  -3.877  -4.732  0.222
C  -5.041  -4.060  -0.496
C  -5.065  -4.428  -1.943
O  -5.158  -5.816  -2.215
C  -5.723  -6.104  -3.511
N  -6.303  -4.398  0.200
H  -3.824  -5.818  0.148
H  -3.721  -4.340  1.227
H  -3.010  -4.349  -0.317
H  -4.822  -3.034  -0.203
H  -4.172  -4.051  -2.442
H  -5.869  -3.911  -2.465
H  -6.802  -6.035  -3.377
H  -5.607  -7.168  -3.718
H  -5.318  -5.377  -4.215
H  -6.485  -5.362  -0.042
H  -6.961  -3.797  -0.276
C  3.067  2.645  1.732
C  2.920  2.832  3.285
C  2.329  4.186  3.738
O  3.040  5.310  3.312
C  4.355  5.611  3.754
N  2.135  1.663  3.726
H  2.147  2.593  1.151
H  3.526  1.719  1.386
H  3.604  3.527  1.383
H  3.900  2.760  3.757
H  2.117  4.216  4.807
H  1.302  4.292  3.390
H  4.870  6.330  3.117
H  4.983  4.725  3.654
H  4.449  5.994  4.771
H  1.442  1.375  3.050
H  1.529  1.831  4.516
C  -1.658  -1.246  -0.196
C  -0.690  -0.008  -0.333
C  0.257  0.334  0.819
O  -0.255  0.654  2.117
C  -1.097  1.752  2.261
N  0.043  -0.255  -1.534
H  -2.341  -1.085  0.638
H  -1.114  -2.185  -0.097
H  -2.156  -1.146  -1.161
H  -1.299  0.874  -0.531
H  0.869  1.190  0.533
H  0.993  -0.462  0.928
H  -2.124  1.448  2.057
H  -0.955  2.562  1.545
H  -0.975  2.173  3.259
H  -0.553  -0.498  -2.312
H  0.554  0.532  -1.906

Computed properties:
* frontier orbital gap: 8.81 eV
* E_HOMO: -0.31661 Eh
* structure (SMILES): COC[C@H](C)N.COC[C@H](C)N.COC[C@H](C)N.COC[C@H](C)N.COC[C@H](C)N.COC[C@H](C)N.COC[C@H](C)N.COC[C@H](C)N.COC[C@H](C)N.COC[C@H](C)N.O
* LUMO energy: 0.195 eV

These are the Löwdin partial charges, in e, on atoms 1 to 4:
1 O -0.044
2 H 0.040
3 H 0.043
4 C -0.067



#b
C40H112N10O11 | wB97M-V/def2-TZVPD

Geometry (Å):
C  2.429  -1.272  5.572
C  3.305  -2.504  5.523
C  3.547  -3.118  4.174
O  2.234  -3.435  3.699
C  2.382  -4.223  2.554
N  4.642  -2.486  6.192
H  1.391  -1.506  5.319
H  2.688  -0.493  4.789
H  2.586  -0.874  6.579
H  2.851  -3.308  6.061
H  4.156  -4.069  4.240
H  3.936  -2.395  3.480
H  2.987  -5.147  2.754
H  2.872  -3.623  1.749
H  1.401  -4.552  2.351
H  5.173  -1.701  5.861
H  4.527  -2.308  7.174
C  -0.846  -5.215  -3.938
C  -0.954  -3.674  -3.786
C  -0.016  -2.901  -4.804
O  -0.198  -1.533  -4.540
C  0.569  -0.782  -5.510
N  -2.401  -3.370  -3.905
H  0.119  -5.623  -4.170
H  -1.497  -5.498  -4.774
H  -1.368  -5.656  -3.081
H  -0.635  -3.386  -2.756
H  -0.278  -3.121  -5.900
H  1.070  -3.104  -4.697
H  0.016  -0.845  -6.490
H  1.535  -1.307  -5.454
H  0.657  0.249  -5.165
H  -2.742  -3.844  -4.760
H  -2.544  -2.381  -4.060
C  -3.771  0.098  -3.069
C  -3.488  0.611  -4.546
C  -2.689  1.929  -4.539
O  -2.303  2.180  -5.918
C  -2.780  3.357  -6.487
N  -2.791  -0.376  -5.329
H  -4.397  -0.815  -3.154
H  -4.206  0.783  -2.301
H  -2.802  -0.199  -2.615
H  -4.479  0.827  -4.960
H  -1.822  1.892  -3.859
H  -3.363  2.760  -4.149
H  -2.665  4.188  -5.795
H  -3.828  3.250  -6.799
H  -2.280  3.488  -7.486
H  -1.876  -0.577  -4.958
H  -2.737  -0.072  -6.297
C  -4.508  -0.866  4.858
C  -3.217  -0.780  4.012
C  -2.673  -2.223  3.982
O  -2.599  -2.734  5.303
C  -2.531  -4.182  5.335
N  -3.433  -0.313  2.614
H  -4.941  0.121  5.082
H  -4.204  -1.422  5.815
H  -5.297  -1.509  4.440
H  -2.452  -0.149  4.523
H  -1.699  -2.282  3.507
H  -3.393  -2.768  3.389
H  -2.396  -4.481  6.399
H  -1.771  -4.644  4.644
H  -3.509  -4.496  5.087
H  -4.052  0.453  2.662
H  -2.591  0.024  2.191
C  -2.087  2.926  3.568
C  -1.295  4.064  4.097
C  -0.434  3.650  5.246
O  -1.230  3.421  6.360
C  -1.168  4.488  7.262
N  -0.325  4.603  3.069
H  -2.754  3.222  2.766
H  -2.656  2.554  4.413
H  -1.383  2.132  3.198
H  -1.969  4.902  4.314
H  0.428  4.359  5.402
H  -0.001  2.681  5.004
H  -1.845  4.249  8.141
H  -1.613  5.418  6.799
H  -0.134  4.605  7.566
H  -0.721  4.502  2.166
H  -0.318  5.624  3.215
C  4.576  1.756  -2.000
C  4.720  0.816  -3.198
C  3.462  0.244  -3.911
O  2.786  -0.657  -3.063
C  3.416  -1.958  -3.090
N  5.440  1.505  -4.268
H  4.032  2.643  -2.354
H  5.600  1.985  -1.768
H  4.029  1.212  -1.190
H  5.337  -0.024  -2.817
H  3.783  -0.203  -4.833
H  2.765  1.071  -4.195
H  4.504  -1.905  -3.335
H  2.948  -2.556  -3.835
H  3.278  -2.399  -2.116
H  6.256  1.888  -3.855
H  5.731  0.813  -4.956
C  -6.138  -2.811  0.023
C  -4.701  -2.930  -0.563
C  -3.669  -3.757  0.274
O  -4.159  -5.082  0.453
C  -3.483  -5.966  1.359
N  -4.792  -3.309  -1.964
H  -6.123  -2.532  1.110
H  -6.604  -3.822  -0.087
H  -6.665  -2.012  -0.459
H  -4.284  -1.930  -0.506
H  -3.576  -3.331  1.294
H  -2.699  -3.657  -0.185
H  -3.687  -5.644  2.415
H  -2.355  -5.911  1.144
H  -3.877  -6.991  1.176
H  -3.836  -3.383  -2.331
H  -5.193  -4.246  -1.960
C  5.903  1.064  3.638
C  4.915  0.280  2.721
C  4.043  1.309  1.912
O  3.028  1.797  2.741
C  2.600  3.080  2.381
N  5.562  -0.672  1.770
H  6.802  1.486  3.117
H  6.301  0.474  4.526
H  5.257  1.838  4.018
H  4.361  -0.437  3.348
H  3.671  0.883  0.994
H  4.776  2.096  1.538
H  2.111  3.515  3.282
H  1.919  3.086  1.535
H  3.450  3.689  2.145
H  6.038  -1.368  2.327
H  6.435  -0.257  1.372
C  -0.081  5.789  -3.416
C  0.292  4.295  -3.065
C  0.981  3.608  -4.204
O  0.284  3.837  -5.396
C  0.916  3.467  -6.570
N  0.864  4.183  -1.703
H  -0.481  5.897  -4.420
H  0.839  6.412  -3.358
H  -0.669  6.268  -2.578
H  -0.666  3.819  -2.994
H  0.879  2.498  -4.000
H  1.968  3.948  -4.353
H  0.401  3.862  -7.428
H  1.017  2.407  -6.603
H  1.925  3.956  -6.500
H  1.064  3.210  -1.463
H  1.644  4.768  -1.372
C  -0.407  -1.400  -1.019
C  -0.347  0.099  -0.628
C  0.412  0.171  0.645
O  -0.452  -0.108  1.760
C  0.295  -0.145  3.006
N  0.295  0.902  -1.658
H  -0.726  -1.999  -0.148
H  0.599  -1.729  -1.349
H  -1.040  -1.548  -1.884
H  -1.376  0.400  -0.353
H  0.783  1.188  0.737
H  1.292  -0.480  0.702
H  0.495  0.880  3.363
H  1.235  -0.626  2.935
H  -0.403  -0.677  3.636
H  1.248  0.568  -1.813
H  -0.208  0.845  -2.522
O  -1.101  4.149  0.229
H  -0.470  4.260  -0.513
H  -1.842  4.777  0.074

Computed properties:
* frontier orbital gap: 8.85 eV
* E_HOMO: -0.30932 Eh
* structure (SMILES): COC[C@H](C)N.COC[C@H](C)N.COC[C@H](C)N.COC[C@H](C)N.COC[C@H](C)N.COC[C@H](C)N.COC[C@H](C)N.COC[C@H](C)N.COC[C@H](C)N.COC[C@H](C)N.O
* LUMO energy: 0.432 eV

These are the Löwdin partial charges, in e, on atoms 1 to 4:
1 C -0.036
2 C -0.429
3 C -0.208
4 O -0.198



Stability order, top to bottom: #b, #a